Here is a single C4H5NO molecule from the OMol25 dataset. Energies are from wB97M-V/def2-TZVPD.

Structure (XYZ):
```
11
C4H5NO wB97M-V/def2-TZVPD
O -1.524 -0.161 -0.613
C -1.247 0.015 0.555
N -0.332 1.002 0.926
C 0.790 0.926 -0.029
C 0.858 -0.514 -0.346
C 0.633 -1.642 0.026
H -1.652 -0.647 1.337
H -0.035 0.999 1.895
H 0.643 1.619 -0.859
H 1.734 1.155 0.458
H 0.038 -2.525 0.106
```

LUMO energy: 0.0321 Eh
energy relative to the best compared isomer or geometry (same formula, charge and spin): 3.3116 eV
Kohn-Sham gap: 10.64 eV
HOMO: -9.8 eV

Atomic partial charges in e from the Löwdin method, atoms 1 to 8:
1. O 0.0219
2. C -0.3848
3. N 0.0216
4. C -0.1838
5. C -0.1189
6. C 0.0928
7. H 0.1379
8. H 0.1246

---

Here is 11 unconnected molecules or ions with the total composition C25H62Br4Cl10N4O4 from the OMol25 dataset. Energies are from wB97M-V/def2-TZVPD.

Structure (XYZ):
```
109
C25H62Br4Cl10N4O4 wB97M-V/def2-TZVPD
Br 4.407 0.260 -0.524
C 4.362 -0.985 -2.032
C 3.881 -2.401 -1.775
Br 4.467 -3.437 -3.347
H 5.384 -1.041 -2.389
H 3.766 -0.541 -2.825
H 2.823 -2.492 -1.541
H 4.461 -2.848 -0.971
Br -9.586 -1.715 1.521
C -7.925 -2.645 1.049
C -6.766 -1.708 1.076
Br -6.832 -0.422 -0.416
H -8.159 -3.063 0.076
H -7.759 -3.510 1.694
H -5.839 -2.220 0.833
H -6.666 -1.146 1.993
C 1.113 2.963 -2.526
C 1.834 4.321 -2.419
C 3.294 4.223 -2.652
O 3.994 3.380 -1.774
C 3.786 3.675 -0.433
N 1.270 5.215 -3.482
H 1.688 2.225 -1.961
H 0.952 2.676 -3.559
H 0.161 3.132 -2.016
H 1.579 4.789 -1.457
H 3.757 5.203 -2.765
H 3.359 3.626 -3.564
H 3.714 4.755 -0.280
H 4.620 3.293 0.162
H 2.923 3.195 0.052
H 1.500 6.192 -3.304
H 0.254 5.171 -3.408
C 0.667 -0.820 -3.234
C 0.158 -2.187 -3.568
C 0.991 -2.914 -4.563
O 1.199 -2.031 -5.675
C 2.093 -2.538 -6.567
N 0.069 -3.029 -2.333
H -0.008 -0.302 -2.549
H 0.515 -0.205 -4.134
H 1.704 -0.712 -2.934
H -0.852 -2.061 -3.988
H 0.533 -3.824 -4.986
H 1.964 -3.176 -4.138
H 1.679 -3.425 -7.059
H 3.058 -2.799 -6.125
H 2.247 -1.753 -7.302
H -0.031 -4.026 -2.526
H -0.791 -2.767 -1.869
C 0.026 5.353 5.703
C -0.369 3.910 5.436
C 0.512 2.924 6.129
O 0.356 1.684 5.445
C 0.798 0.546 6.147
N -1.766 3.659 5.743
H 0.005 5.588 6.772
H -0.565 6.064 5.132
H 1.074 5.483 5.411
H -0.137 3.783 4.356
H 0.232 2.876 7.190
H 1.566 3.240 6.033
H 0.468 -0.266 5.505
H 0.390 0.439 7.158
H 1.894 0.552 6.192
H -2.049 2.730 5.454
H -2.401 4.339 5.358
C 0.604 1.544 1.441
C 0.510 0.159 1.999
C -0.936 -0.194 2.317
O -1.741 -0.250 1.181
C -3.056 -0.606 1.542
N 1.165 -0.801 1.071
H 0.084 1.619 0.483
H 1.654 1.825 1.315
H 0.200 2.335 2.085
H 1.013 0.051 2.960
H -1.296 0.542 3.052
H -1.006 -1.207 2.748
H -3.468 0.113 2.254
H -3.128 -1.631 1.948
H -3.653 -0.638 0.628
H 1.198 -0.418 0.136
H 0.594 -1.636 0.998
C -3.264 -5.013 3.203
Cl -3.830 -6.431 4.070
Cl -4.611 -4.243 2.322
H -2.814 -4.269 3.845
H -2.514 -5.271 2.463
C -3.803 -0.509 -5.915
Cl -3.768 -1.599 -7.289
Cl -5.397 0.274 -5.732
H -3.597 -1.086 -5.025
H -3.114 0.317 -5.977
C 2.470 -6.075 -1.472
Cl 2.444 -7.787 -0.995
Cl 1.689 -5.047 -0.302
H 3.521 -5.832 -1.587
H 2.018 -5.971 -2.452
C -2.996 1.898 -2.162
Cl -2.016 1.636 -3.587
Cl -4.728 1.680 -2.484
H -2.705 1.214 -1.378
H -2.860 2.903 -1.779
C 4.540 -0.903 4.343
Cl 4.533 0.836 3.941
Cl 2.930 -1.601 4.238
H 5.134 -1.371 3.573
H 4.954 -1.009 5.331
```

LUMO energy: 0.0014 Eh
Kohn-Sham gap: 9.23 eV
HOMO: -9.2 eV

Atomic partial charges in e from the Löwdin method, atoms 1 to 8:
1. Br 0.6905
2. C -0.7134
3. C -0.6247
4. Br 0.6965
5. H 0.0304
6. H 0.0383
7. H 0.0316
8. H 0.0499

---

Here is 2 unconnected molecules or ions with the total composition C29H47Cl2F3N4O7S from the OMol25 dataset. Energies are from wB97M-V/def2-TZVPD.

Structure (XYZ):
```
93
C29H47Cl2F3N4O7S wB97M-V/def2-TZVPD
C 5.776 2.085 -6.027
O 4.300 2.003 -6.086
C 3.857 1.175 -7.224
C 2.346 1.525 -7.774
C 1.695 2.897 -7.144
C 0.668 2.565 -5.909
C -0.084 3.900 -5.277
C -0.833 3.463 -3.850
C -2.177 2.525 -4.103
C -2.688 2.064 -2.587
C -2.737 0.428 -2.426
C -2.680 0.081 -0.798
N -2.199 -1.334 -0.568
C -1.208 -1.596 0.345
N -0.632 -2.952 0.679
C 0.354 -2.797 1.859
C 1.248 -4.140 1.691
O 2.669 -3.991 1.416
C 3.513 -4.262 2.607
C -0.577 -3.182 3.151
O -1.648 -2.238 3.482
N -2.805 -2.874 3.184
O -3.601 -2.100 2.664
C 0.948 -1.287 1.656
C 1.750 -0.699 2.939
C 0.913 -0.346 4.291
C -0.234 0.815 4.482
C -0.914 1.112 5.980
C -0.457 0.235 7.327
C 0.672 -0.945 7.157
C 1.263 -1.882 8.399
C 1.305 -1.196 5.670
C 1.907 -0.957 0.382
Cl 3.762 -1.074 0.719
C 1.707 0.449 -0.400
C 0.629 0.388 -1.680
Cl 1.461 1.966 0.642
N -0.386 -0.639 1.225
H 6.194 2.008 -4.924
H 6.116 3.100 -6.514
H 6.224 1.143 -6.607
H 3.859 0.041 -6.855
H 4.605 1.337 -8.128
H 1.638 0.622 -7.467
H 2.422 1.607 -8.960
H 1.034 3.379 -8.010
H 2.476 3.717 -6.841
H 1.262 2.007 -5.043
H -0.211 1.861 -6.291
H -0.860 4.340 -6.036
H 0.707 4.754 -5.063
H -1.161 4.452 -3.286
H -0.130 2.842 -3.144
H -3.019 3.183 -4.609
H -1.970 1.599 -4.799
H -3.784 2.479 -2.430
H -1.967 2.471 -1.760
H -1.825 -0.018 -3.002
H -3.725 -0.020 -2.906
H -3.780 0.192 -0.385
H -2.013 0.889 -0.247
H -2.640 -2.122 -1.124
H -1.289 -3.763 0.737
H 1.164 -4.756 2.713
H 0.793 -4.839 0.856
H 3.071 -3.648 3.500
H 3.470 -5.402 2.888
H 4.638 -3.930 2.427
H 0.077 -3.422 4.110
H -1.105 -4.215 2.873
H 2.550 -1.531 3.233
H 2.389 0.290 2.731
H -0.552 1.485 3.559
H -1.708 1.962 6.173
H -0.895 0.460 8.402
H 1.568 -1.182 9.296
H 2.275 -2.373 8.011
H 0.550 -2.762 8.702
H 2.135 -2.027 5.568
H 1.716 -1.828 -0.411
H 2.745 0.652 -0.960
H 0.225 -0.693 -1.870
H 1.175 0.720 -2.692
H -0.184 1.190 -1.429
H -0.957 -0.214 1.983
C -5.736 -0.058 4.002
F -5.052 -0.604 5.058
F -4.778 0.337 3.103
F -6.397 -1.102 3.407
S -6.876 1.332 4.511
O -6.008 2.348 5.122
O -7.823 0.735 5.463
O -7.516 1.791 3.271
```

LUMO energy: -0.0547 Eh
Kohn-Sham gap: 5.76 eV
HOMO: -7.3 eV

Atomic partial charges in e from the Löwdin method, atoms 1 to 8:
1. C -0.1211
2. O -0.2859
3. C -0.2278
4. C -0.1739
5. C -0.2165
6. C -0.2269
7. C -0.2024
8. C -0.2114

---

Here is a molecular structure, C40H56FN4O3PPtTe from the OMol25 dataset. Energies are from wB97M-V/def2-TZVPD.

Structure (XYZ):
```
107
C40H56FN4O3PPtTe wB97M-V/def2-TZVPD
Pt -0.893 0.435 0.277
C 2.060 4.487 -1.566
C 1.799 3.210 -0.760
C 3.087 2.399 -0.580
C 1.167 3.540 0.581
C 1.897 4.303 1.484
C 1.353 4.669 2.703
C 0.073 4.257 3.029
C -0.696 3.485 2.163
C -2.051 3.022 2.673
C -3.221 3.142 1.698
C -1.909 1.601 3.238
C -0.144 3.130 0.914
N -0.896 2.422 -0.074
C -1.415 3.160 -1.104
C -1.455 4.571 -1.089
C -1.985 5.309 -2.133
C -2.516 4.695 -3.259
C -2.512 3.308 -3.310
C -1.973 2.595 -2.264
F -2.013 1.222 -2.377
H 2.491 4.261 -2.550
H 2.778 5.136 -1.062
H 1.142 5.053 -1.723
H 1.072 2.594 -1.296
H 3.783 2.903 0.092
H 3.632 2.276 -1.525
H 2.876 1.409 -0.178
H 2.896 4.633 1.225
H 1.921 5.279 3.393
H -0.352 4.539 3.986
H -2.280 3.677 3.520
H -3.159 2.417 0.889
H -3.269 4.140 1.259
H -4.154 2.961 2.233
H -1.491 0.967 2.441
H -2.862 1.177 3.549
H -1.201 1.578 4.071
H -1.057 5.089 -0.226
H -1.987 6.389 -2.055
H -2.939 5.273 -4.069
H -2.933 2.764 -4.146
C -4.526 -0.207 -0.699
C -3.494 -0.491 0.368
O -3.740 -0.471 1.558
N -2.261 -0.862 -0.190
Te -0.945 -1.802 1.477
C 0.915 -1.928 2.552
C 1.125 -3.175 3.162
C 0.214 -4.369 3.005
C 2.252 -3.350 3.962
C 3.146 -2.321 4.210
C 4.345 -2.519 5.093
C 2.888 -1.088 3.627
C 1.792 -0.868 2.800
C 1.668 0.513 2.213
C -0.436 -3.272 0.016
C 0.844 -3.411 -0.538
C 2.028 -2.532 -0.240
C 1.068 -4.474 -1.422
C 0.085 -5.390 -1.761
C 0.372 -6.548 -2.675
C -1.182 -5.216 -1.207
C -1.461 -4.183 -0.315
C -2.851 -4.119 0.266
H -5.473 0.026 -0.218
H -4.650 -1.072 -1.353
H -4.195 0.626 -1.318
H -0.846 -4.106 2.974
H 0.343 -5.039 3.853
H 0.439 -4.932 2.096
H 2.417 -4.319 4.421
H 4.434 -3.555 5.415
H 4.278 -1.893 5.985
H 5.263 -2.246 4.571
H 3.571 -0.264 3.808
H 2.659 0.926 2.026
H 1.144 1.202 2.880
H 1.144 0.510 1.250
H 1.746 -1.495 -0.074
H 2.707 -2.557 -1.091
H 2.564 -2.892 0.641
H 2.060 -4.580 -1.849
H 1.366 -6.471 -3.113
H -0.357 -6.612 -3.484
H 0.321 -7.488 -2.124
H -1.970 -5.922 -1.447
H -3.380 -5.051 0.072
H -3.427 -3.302 -0.167
H -2.844 -3.964 1.346
N -0.746 -2.748 -3.321
C -1.001 -1.287 -3.065
P 0.668 -0.508 -2.987
O 1.556 -1.512 -3.663
O 0.999 0.060 -1.654
C 0.627 0.990 -4.066
N 1.949 1.627 -3.742
H -0.812 -3.288 -2.448
H 0.241 -2.803 -3.667
H -1.390 -3.153 -3.995
H -1.549 -1.191 -2.127
H -1.588 -0.869 -3.883
H -0.144 1.703 -3.779
H 0.591 0.770 -5.130
H 2.720 1.086 -4.136
H 2.045 1.610 -2.710
H 2.010 2.593 -4.062
```

LUMO energy (spin up / spin down): -0.1060 / -0.1316 Eh
energy relative to the best compared isomer or geometry (same formula, charge and spin): 0.7429 eV
Kohn-Sham gap (spin up / spin down): 6.41 / 5.67 eV
spin multiplicity: 2
<S²>: 0.781
HOMO (spin up / spin down): -9.3 / -9.2 eV
total charge: +1

Atomic partial charges in e from the Löwdin method, atoms 1 to 8:
1. Pt 0.8825
2. C -0.0406
3. C -0.3770
4. C -0.0577
5. C -0.1515
6. C -0.0383
7. C -0.0570
8. C -0.0289

---

Largest force on an atom in Eh/bohr, matching the order above: 0.026 0.040 0.098 0.027